(1)
ORCA calculation (the ωB97M-V functional and the def2-TZVPD basis) on a 2-piece molecular cluster, C7H9NO2S overall in a non-equilibrium geometry.

Last column: Löwdin charge in e.
Positions of all 20 atoms, in Å:
C: -2.2562 -0.1766 -2.6171  -0.096
C: -1.2218 -1.0403 -2.9294  -0.087
C: -2.0850 0.5915 -1.4803  -0.085
C: 0.0494 -1.0634 -2.3008  -0.115
C: -0.8482 0.5805 -0.8422  -0.088
C: 0.1445 -0.3040 -1.2490  0.008
C: 2.0289 0.6784 3.3170  -0.234
N: 3.5436 1.5009 0.6632  -0.140
O: 3.3788 -0.8087 1.5111  -0.411
O: 1.3981 0.7554 2.0832  -0.370
S: 2.6158 0.2696 0.8840  0.864
H: -3.2600 -0.4775 -2.8302  0.104
H: -1.2817 -1.4365 -3.9588  0.113
H: -2.7192 1.3885 -1.3012  0.083
H: 0.7898 -1.7112 -2.7154  0.101
H: -0.6140 1.1450 0.0443  0.087
H: 2.8575 1.4606 3.4032  0.091
H: 2.6845 -0.1808 3.5182  0.068
H: 1.2486 0.9413 4.1407  0.126
H: 2.9467 2.2143 0.3754  -0.019

Cartesian forces (eV/Å) of the 6 atoms listed first:
C 0.4 -1.8 2.1
C 0.6 0.4 -2.5
C 2.3 0.3 -0.4
C -1.3 -1.8 -2.7
C 0.7 -0.5 0.8
C -0.5 2.3 2.4

## Properties
HOMO level (spin up / spin down)	-9.26 / -9.57	eV
Kohn-Sham gap (spin up / spin down)	0.240 / 0.330	Ha
total energy	-23818.3692	eV
2S+1	1
energy relative to the best compared isomer or geometry (same formula, charge and spin)	6.596	eV

(2)
ORCA calculation (the ωB97M-V functional and the def2-TZVPD basis) on a single C7H9NO2S2 molecule in a non-equilibrium geometry.

Last column: Löwdin charge in e.
Positions of all 21 atoms, in Å:
C: -3.0987 -0.7026 -1.1389  -0.212
N: -2.0565 -0.3769 -0.1768  -0.699
S: -2.2864 -1.0016 1.3104  0.727
S: -1.0485 1.2862 -0.1657  0.674
O: -1.6117 2.0277 -1.2124  -0.292
O: -1.1038 1.7168 1.1646  -0.285
C: 0.5796 0.8231 -0.7322  -0.289
C: 1.2960 -0.1973 -0.1341  -0.095
C: 2.5413 -0.5048 -0.5145  -0.087
C: 3.1621 0.2881 -1.5098  -0.075
C: 2.4908 1.2986 -2.1749  -0.055
C: 1.1584 1.4732 -1.7791  -0.069
H: -2.9801 -0.0440 -1.9784  0.058
H: -2.9785 -1.7546 -1.4093  0.067
H: -4.2201 -0.6789 -0.7728  0.108
H: -3.2732 -0.1624 1.8189  -0.096
H: 0.8956 -0.7693 0.7050  0.118
H: 3.1314 -1.3700 -0.0866  0.133
H: 4.2613 0.0622 -1.6016  0.123
H: 3.0154 1.7664 -2.9745  0.100
H: 0.3944 2.0419 -2.4315  0.145

Cartesian forces (eV/Å) of the 6 atoms listed first:
C -1.5 -0.1 0.3
N 1.5 2.1 0.0
S -0.5 -0.1 1.7
S -1.5 -4.1 -1.5
O -1.0 1.5 -1.7
O 0.6 0.4 1.8

## Properties
HOMO level	-9.03	eV
Kohn-Sham gap	0.342	Ha
total energy	-34657.7844	eV
2S+1	1
SMILES	CN(S)S(=O)(=O)c1ccccc1
energy relative to the best compared isomer or geometry (same formula, charge and spin)	2.887	eV

(3)
ORCA calculation (the ωB97M-V functional and the def2-TZVPD basis) on a single C7H9NO3 molecule in a non-equilibrium geometry.

Last column: Löwdin charge in e.
Positions of all 20 atoms, in Å:
C: -0.2817 -2.0713 0.5949  -0.040
C: -0.3413 -0.5947 0.5492  -0.335
C: -1.6750 -0.0388 0.1572  -0.054
C: -1.9118 1.1947 -0.1270  -0.076
C: -0.7402 2.0682 -0.2656  -0.052
C: 0.5144 1.6075 -0.3201  0.032
C: 0.6381 0.0665 -0.3234  -0.403
O: 0.7204 -0.2675 -1.7423  0.058
N: 1.9906 -0.1623 0.2528  -0.313
O: 2.2123 0.0550 1.4420  0.095
O: 2.9151 -0.4184 -0.5108  0.094
H: -0.2534 -2.4597 -0.4615  0.108
H: -1.2512 -2.3899 0.9457  0.067
H: 0.6862 -2.4022 1.2232  0.142
H: 0.0052 -0.0953 1.5112  0.181
H: -2.5301 -0.7128 0.3821  0.130
H: -2.7868 1.7646 -0.2819  0.100
H: -0.9320 3.1004 -0.6006  0.116
H: 1.3535 2.0793 -0.7034  0.105
H: 1.6679 -0.3233 -1.7215  0.046

Cartesian forces (eV/Å) of the 6 atoms listed first:
C 2.0 -1.3 -0.3
C -0.2 2.0 0.5
C -2.0 -3.4 2.0
C 2.0 3.0 -0.4
C 0.7 1.0 -1.1
C -2.5 -2.1 0.4

## Properties
HOMO level	-9.35	eV
Kohn-Sham gap	0.335	Ha
total energy	-15032.6350	eV
2S+1	1
SMILES	C[C@@H]1C=CC=C[C@@]1(O)[N+](=O)[O-]
energy relative to the best compared isomer or geometry (same formula, charge and spin)	4.516	eV

(4)
ORCA calculation (the ωB97M-V functional and the def2-TZVPD basis) on a 2-piece molecular cluster, C7H9NO4S2 overall in a non-equilibrium geometry.

Last column: Löwdin charge in e.
Positions of all 23 atoms, in Å:
C: -3.8906 1.7380 0.8227  -0.136
C: -2.5627 1.3422 0.3022  -0.113
C: -4.8594 0.8638 0.4179  -0.401
C: -2.6296 0.1011 -0.2323  -0.707
C: 2.4877 -2.1496 0.5639  -0.580
C: 3.3647 0.9828 -1.1305  -0.012
C: 3.2556 -0.8110 0.5812  -0.165
N: 2.6835 0.1024 -0.1054  -0.066
O: 1.5309 -2.4163 1.2268  0.113
O: 3.0381 -2.5114 -0.4867  0.226
O: -1.2723 -1.9518 0.4199  -0.316
O: -0.1257 0.0120 -0.7342  -0.480
S: -4.2358 -0.5002 -0.4592  1.001
S: -1.2716 -0.9091 -0.8109  0.889
H: -4.1716 2.6904 1.2614  0.103
H: -1.7379 1.8565 0.4583  0.057
H: -5.8903 1.0053 0.5379  0.048
H: 4.4438 1.1092 -0.7907  0.107
H: 3.2708 0.5085 -2.0958  0.079
H: 2.8711 1.8895 -1.1002  0.047
H: 4.3935 -0.8438 0.7268  0.137
H: -0.3480 -2.1875 0.7838  0.081
H: 1.6557 0.0790 -0.1571  0.088

Cartesian forces (eV/Å) of the 6 atoms listed first:
C 0.6 -0.5 -1.8
C -5.2 -2.1 1.0
C 1.6 -0.2 -0.2
C -0.1 -0.5 -0.7
C 0.1 1.4 -0.5
C 1.3 -2.4 2.3

## Properties
HOMO level (spin up / spin down)	-5.88 / -9.44	eV
Kohn-Sham gap (spin up / spin down)	0.236 / 0.233	Ha
total energy	-38748.9585	eV
2S+1	3

(5)
ORCA calculation (the ωB97M-V functional and the def2-TZVPD basis) on a 2-piece molecular cluster, C7H9NOS overall in a non-equilibrium geometry.

Last column: Löwdin charge in e.
Positions of all 19 atoms, in Å:
O: -1.4881 1.8432 0.2065  -0.015
C: -0.3131 1.7452 0.6091  -0.182
C: 0.6000 0.6767 0.3805  -0.170
C: 1.9481 0.5498 0.9862  -0.026
C: 2.7724 -0.4717 0.7331  -0.118
C: 2.4950 -1.4055 -0.2624  -0.045
C: 1.2005 -1.4020 -0.8272  -0.041
C: 0.1976 -0.4558 -0.4011  -0.012
H: 0.2165 2.5083 1.2403  0.135
H: 2.2566 1.3208 1.7245  0.121
H: 3.5991 -0.5613 1.3224  0.080
H: 3.2950 -2.0768 -0.3459  0.090
H: 0.7746 -2.2364 -1.5103  0.135
H: -0.9099 -0.5662 -0.6403  0.009
N: -3.3731 0.2179 -0.7276  -0.364
S: -3.1118 -1.5482 -0.6186  0.251
H: -3.4945 0.4820 -1.6364  0.029
H: -4.0166 0.5171 -0.0105  0.073
H: -2.6483 0.8629 -0.2223  0.051

Cartesian forces (eV/Å) of the 6 atoms listed first:
O 2.2 0.5 1.1
C -0.7 0.8 0.6
C 2.1 -3.8 -0.7
C -3.4 3.1 0.3
C -1.4 -0.3 -1.5
C -2.2 1.1 0.5

## Properties
HOMO level	-7.42	eV
Kohn-Sham gap	0.240	Ha
total energy	-21775.0210	eV
2S+1	1
SMILES	O=Cc1ccccc1.[NH3+][S-]
energy relative to the best compared isomer or geometry (same formula, charge and spin)	1.820	eV

(6)
ORCA calculation (the ωB97M-V functional and the def2-TZVPD basis) on a single C7H9NS2 molecule in a non-equilibrium geometry.

Last column: Löwdin charge in e.
Positions of all 19 atoms, in Å:
C: 0.6531 1.7681 0.8878  -0.012
N: 0.9343 0.5142 0.1854  -0.118
C: 2.1601 0.2684 -0.2764  -0.107
C: 2.0604 -0.9019 -0.9845  -0.106
C: 0.7930 -1.4698 -0.8598  -0.085
C: 0.0927 -0.5398 -0.1462  -0.275
C: -1.4018 -0.4930 0.3050  -0.621
S: -1.9991 -2.2835 0.2415  0.780
C: -2.2813 0.3157 -0.5615  -0.705
S: -2.9437 1.7479 -0.1173  0.686
H: 0.2485 1.6256 1.9440  0.118
H: 1.6539 2.2561 0.9953  0.098
H: 0.0488 2.3952 0.3465  0.034
H: 2.9950 0.9711 -0.1218  0.128
H: 2.8192 -1.3950 -1.4998  0.076
H: 0.4417 -2.1625 -1.6095  0.107
H: -1.4436 0.0930 1.2513  0.088
H: -2.3022 -2.4723 1.5204  -0.152
H: -2.5290 -0.2375 -1.5006  0.067

Cartesian forces (eV/Å) of the 6 atoms listed first:
C 2.1 -1.5 2.6
N -1.6 0.5 1.2
C 1.2 -0.4 -1.1
C 1.2 -0.2 0.4
C -0.2 1.3 -1.1
C -2.2 1.2 1.0

## Properties
HOMO level	-8.29	eV
Kohn-Sham gap	0.284	Ha
total energy	-30563.5135	eV
2S+1	1
SMILES	Cn1cccc1[C@H](S)C=S
energy relative to the best compared isomer or geometry (same formula, charge and spin)	0.529	eV

(7)
ORCA calculation (the ωB97M-V functional and the def2-TZVPD basis) on an isolated ion of composition C7H9O6S and charge -1 in a non-equilibrium geometry.

Last column: Löwdin charge in e.
Positions of all 23 atoms, in Å:
C: 2.7007 -0.3552 0.5698  -0.084
O: 1.6602 -0.8210 1.4016  -0.082
C: 0.3619 -0.5888 0.9670  -0.508
C: -0.0242 1.0503 0.8675  -0.216
C: -1.2588 1.1971 0.0983  -0.200
S: -0.8142 1.5382 -1.5395  0.670
O: -0.7401 2.9360 -1.8810  -0.336
O: -1.8665 0.8890 -2.4827  -0.238
O: 0.6091 0.9016 -2.1299  -0.204
C: -0.6976 -1.1638 1.7983  -0.002
C: -1.7542 -1.3359 0.9521  -0.003
C: -1.3034 -1.1515 -0.3827  -0.470
O: -1.8825 -1.3518 -1.4925  -0.034
O: 0.1159 -1.0669 -0.3342  -0.017
H: 2.5165 -0.6001 -0.4795  0.087
H: 3.6020 -0.8656 0.9115  0.086
H: 2.8411 0.7274 0.6649  0.086
H: 0.8593 1.5227 0.4344  0.085
H: -0.1360 1.3639 1.9058  0.095
H: -1.9580 -0.1342 -2.1617  0.032
H: 0.6282 0.0082 -1.7576  0.031
H: -0.6892 -1.1276 2.8683  0.108
H: -2.7703 -1.5721 1.2019  0.115

Cartesian forces (eV/Å) of the 6 atoms listed first:
C 0.0 0.2 0.0
O -0.1 -0.3 0.1
C 0.1 0.8 0.3
C 0.3 -0.7 0.4
C 0.5 -0.6 -2.4
S -1.3 0.5 1.0

## Properties
HOMO level (spin up / spin down)	-3.25 / -3.26	eV
Kohn-Sham gap (spin up / spin down)	0.244 / 0.244	Ha
total charge	-1
total energy	-30522.1750	eV
2S+1	1
SMILES	CO[C@]1(CC#S([O-])(O)O)C=CC(=O)O1
energy relative to the best compared isomer or geometry (same formula, charge and spin)	3.101	eV

(8)
ORCA calculation (the ωB97M-V functional and the def2-TZVPD basis) on a single C7H9P molecule in a non-equilibrium geometry.

Last column: Löwdin charge in e.
Positions of all 17 atoms, in Å:
C: -0.2970 -1.3360 -1.8446  -0.194
C: -0.0607 -0.3550 -1.2116  -0.223
C: -0.4577 1.2014 1.8594  -0.181
C: 0.7330 0.5368 2.0026  -0.203
C: -0.5217 1.9553 0.5751  -0.407
C: 1.6521 0.5730 0.8571  -0.397
C: -0.9237 -2.5203 -2.4045  -0.110
P: 0.7210 1.2402 -0.6296  0.973
H: -1.2149 1.3233 2.6831  0.111
H: 0.8707 -0.1745 2.8863  0.117
H: -1.5348 2.0958 0.1569  0.075
H: -0.1612 2.9699 0.7120  0.063
H: 2.4687 1.2714 1.1467  0.093
H: 2.0834 -0.3452 0.6982  0.037
H: -0.5117 -2.9651 -3.2611  0.047
H: -0.9811 -3.3543 -1.5416  0.139
H: -1.8643 -2.1167 -2.6844  0.059

Cartesian forces (eV/Å) of the 6 atoms listed first:
C -0.3 -2.3 -0.9
C 2.4 4.8 1.4
C -0.6 1.3 -0.1
C -0.1 -1.7 1.5
C -1.6 1.5 1.4
C 1.1 2.6 2.5

## Properties
HOMO level (spin up / spin down)	-3.71 / -8.31	eV
Kohn-Sham gap (spin up / spin down)	0.171 / 0.188	Ha
total energy	-16685.6373	eV
2S+1	3
energy relative to the best compared isomer or geometry (same formula, charge and spin)	0.426	eV

(9)
ORCA calculation (the ωB97M-V functional and the def2-TZVPD basis) on a single C7H9PS molecule in a non-equilibrium geometry.

Last column: Löwdin charge in e.
Positions of all 18 atoms, in Å:
C: -2.1777 1.9315 -1.3777  -0.059
C: -2.6847 0.6684 -1.2288  -0.082
C: -0.8621 2.1164 -0.9911  -0.072
C: -1.9373 -0.4624 -0.8462  -0.105
C: -0.0946 1.0834 -0.5543  -0.116
C: -0.6743 -0.1994 -0.3630  -0.623
C: 2.7292 -1.9088 2.1475  -0.480
P: 2.2875 -0.4167 1.2663  0.514
S: 0.3701 -1.4600 0.2788  0.711
H: -2.7797 2.7433 -1.5721  0.087
H: -3.6840 0.4295 -1.5643  0.103
H: -0.3398 3.0521 -1.0759  0.110
H: -2.1861 -1.6094 -0.9202  0.141
H: 0.7872 1.2228 -0.0623  0.007
H: 2.2519 -1.8997 3.0227  -0.034
H: 3.7609 -1.8615 2.3732  0.011
H: 2.3291 -2.6554 1.4331  -0.001
H: 2.9047 -0.7741 0.0343  -0.112

Cartesian forces (eV/Å) of the 6 atoms listed first:
C 1.3 -1.4 1.5
C -1.1 -2.4 -1.0
C 1.0 0.7 -0.7
C -0.3 -1.4 0.0
C -2.7 -1.4 0.7
C 2.3 -0.2 -0.3

## Properties
HOMO level (spin up / spin down)	-5.09 / -8.61	eV
Kohn-Sham gap (spin up / spin down)	0.217 / 0.221	Ha
total energy	-27524.4008	eV
2S+1	3
energy relative to the best compared isomer or geometry (same formula, charge and spin)	1.044	eV

(10)
ORCA calculation (the ωB97M-V functional and the def2-TZVPD basis) on a single C7H9PS2 molecule in a non-equilibrium geometry.

Last column: Löwdin charge in e.
Positions of all 19 atoms, in Å:
C: 4.0726 0.0558 1.1635  -0.619
S: 2.4275 -0.0028 1.3239  0.476
P: 0.8547 1.1996 -0.0463  0.596
S: 1.8209 0.2109 -1.8478  0.281
C: -0.6804 0.1341 -0.1789  -0.527
C: -1.0491 -1.0057 0.4827  -0.119
C: -2.3900 -1.3344 0.4878  -0.095
C: -3.3247 -0.4843 -0.0620  -0.082
C: -2.9794 0.6905 -0.7433  -0.063
C: -1.6403 1.0169 -0.7918  -0.153
H: 4.3799 -0.8386 1.6142  0.010
H: 4.2824 0.8232 1.9303  0.027
H: 4.8274 0.1931 0.4695  0.032
H: 1.6365 1.0844 -2.8497  -0.238
H: -0.2725 -1.6309 0.9412  0.104
H: -2.7319 -2.3371 0.9483  0.138
H: -4.2843 -0.8919 -0.1473  0.084
H: -3.5826 1.2460 -1.3183  0.065
H: -1.3667 1.8713 -1.3761  0.083

Cartesian forces (eV/Å) of the 6 atoms listed first:
C 2.9 2.4 2.5
S -6.9 -0.5 -0.8
P 2.3 -2.2 -1.2
S -0.1 0.5 0.7
C 0.3 3.1 0.3
C 0.8 -0.4 0.1

## Properties
HOMO level	-8.24	eV
Kohn-Sham gap	0.299	Ha
total energy	-38361.8792	eV
2S+1	1
SMILES	CSP(S)c1ccccc1
energy relative to the best compared isomer or geometry (same formula, charge and spin)	2.753	eV

What did the sixth record say?
ORCA calculation (the ωB97M-V functional and the def2-TZVPD basis) on a single C7H9NS2 molecule in a non-equilibrium geometry.

Last column: Löwdin charge in e.
Positions of all 19 atoms, in Å:
C: 0.6531 1.7681 0.8878  -0.012
N: 0.9343 0.5142 0.1854  -0.118
C: 2.1601 0.2684 -0.2764  -0.107
C: 2.0604 -0.9019 -0.9845  -0.106
C: 0.7930 -1.4698 -0.8598  -0.085
C: 0.0927 -0.5398 -0.1462  -0.275
C: -1.4018 -0.4930 0.3050  -0.621
S: -1.9991 -2.2835 0.2415  0.780
C: -2.2813 0.3157 -0.5615  -0.705
S: -2.9437 1.7479 -0.1173  0.686
H: 0.2485 1.6256 1.9440  0.118
H: 1.6539 2.2561 0.9953  0.098
H: 0.0488 2.3952 0.3465  0.034
H: 2.9950 0.9711 -0.1218  0.128
H: 2.8192 -1.3950 -1.4998  0.076
H: 0.4417 -2.1625 -1.6095  0.107
H: -1.4436 0.0930 1.2513  0.088
H: -2.3022 -2.4723 1.5204  -0.152
H: -2.5290 -0.2375 -1.5006  0.067

Cartesian forces (eV/Å) of the 6 atoms listed first:
C 2.1 -1.5 2.6
N -1.6 0.5 1.2
C 1.2 -0.4 -1.1
C 1.2 -0.2 0.4
C -0.2 1.3 -1.1
C -2.2 1.2 1.0

## Properties
HOMO level	-8.29	eV
Kohn-Sham gap	0.284	Ha
total energy	-30563.5135	eV
2S+1	1
SMILES	Cn1cccc1[C@H](S)C=S
energy relative to the best compared isomer or geometry (same formula, charge and spin)	0.529	eV

> Which of these has the highest total energy?

C7H9NO3